(1)
{
  "formula": "C30H50BaGeN5O7",
  "method": "wB97M-V/def2-TZVPD",
  "orbital_gap_ev": [8.0, 6.7],
  "max_force_ev_per_a": 2.0,
  "homo_energy_ev": [-7.74, -7.74],
  "multiplicity": 2,
  "s_squared": 0.76,
  "elements": ["Ba", "C", "C", "C", "C", "O", "Ge", "O", "C", "C", "C", "C", "O", "C", "C", "C", "C", "H", "H", "H", "H", "H", "H", "H", "H", "H", "H", "H", "H", "H", "H", "H", "H", "H", "H", "H", "H", "H", "H", "H", "H", "H", "H", "H", "C", "C", "N", "O", "C", "C", "N", "O", "H", "H", "H", "H", "H", "H", "H", "C", "C", "C", "C", "C", "N", "C", "O", "N", "C", "C", "C", "C", "N", "C", "C", "C", "H", "H", "H", "H", "H", "H", "H", "H", "H", "H", "H", "H", "H", "C", "O", "H", "H", "H"],
  "coordinates": [[0.1545, 0.5803, 0.2759], [2.3746, -0.7298, -2.7287], [1.6470, -1.9262, -2.1119], [2.6247, -2.7710, -1.2948], [1.0282, -2.7778, -3.2187], [0.6828, -1.4149, -1.1980], [-1.2156, -1.5809, -1.3860], [-1.3983, -1.4337, 0.5143], [-1.9454, -2.4465, 1.3532], [-0.8550, -2.8506, 2.3463], [-3.1304, -1.8309, 2.0944], [-2.4077, -3.6788, 0.5770], [-1.3351, 0.3409, -1.5556], [-2.4416, 1.1036, -2.0377], [-3.6055, 0.2021, -2.4414], [-1.9560, 1.9019, -3.2426], [-2.8808, 2.0429, -0.9144], [3.1607, -1.0517, -3.4154], [2.8307, -0.1308, -1.9357], [1.6674, -0.1013, -3.2754], [3.4082, -3.1960, -1.9258], [2.0894, -3.5871, -0.8059], [3.0954, -2.1564, -0.5242], [1.8117, -3.1369, -3.8892], [0.3146, -2.2002, -3.8093], [0.5058, -3.6431, -2.8060], [-0.5649, -1.9904, 2.9524], [0.0238, -3.2047, 1.8018], [-1.1981, -3.6451, 3.0129], [-2.8060, -0.9489, 2.6503], [-3.5724, -2.5413, 2.7964], [-3.8975, -1.5242, 1.3809], [-1.5797, -4.1360, 0.0305], [-3.1901, -3.4269, -0.1406], [-2.8059, -4.4207, 1.2722], [-3.3148, -0.4744, -3.2470], [-4.4465, 0.8068, -2.7860], [-3.9449, -0.3988, -1.5937], [-1.5908, 1.2241, -4.0168], [-1.1424, 2.5631, -2.9598], [-2.7650, 2.5057, -3.6608], [-3.2160, 1.4636, -0.0498], [-3.7061, 2.6788, -1.2401], [-2.0605, 2.6921, -0.5959], [4.8116, 3.0169, 0.1843], [3.5369, 2.4052, -0.3081], [2.8483, 1.5417, 0.3229], [3.3886, 1.2076, 1.5531], [3.0030, 2.8045, -1.6205], [3.9307, 3.0515, -2.7825], [1.7349, 2.9020, -1.7508], [1.0354, 3.1722, -2.7129], [4.7883, 3.0819, 1.2708], [4.9436, 4.0094, -0.2427], [5.6742, 2.4068, -0.0918], [2.6770, 0.7173, 2.0188], [4.8302, 2.4444, -2.6921], [4.2306, 4.1003, -2.8340], [3.4234, 2.7989, -3.7123], [5.9355, 3.2904, 4.3601], [5.5157, 2.0832, 5.1518], [5.4505, 0.8250, 4.5671], [5.0446, -0.2884, 5.2861], [4.6529, -0.1532, 6.6124], [4.1674, -1.2449, 7.3759], [3.4887, -2.3664, 6.9495], [3.5451, -3.4179, 7.5582], [2.7345, -2.2530, 5.7928], [2.1090, -1.1164, 5.2561], [1.6513, -0.0500, 6.0253], [1.0913, 1.0395, 5.3841], [0.9825, 1.0398, 4.0015], [1.3854, 0.0005, 3.2658], [1.9384, -1.0421, 3.8799], [4.7308, 1.0984, 7.2165], [5.1685, 2.1958, 6.4955], [6.3665, 2.9996, 3.4022], [6.6775, 3.8789, 4.9011], [5.0821, 3.9416, 4.1598], [5.7244, 0.7070, 3.5245], [5.0174, -1.2578, 4.8109], [4.5518, -1.3668, 8.2979], [2.4277, -3.1489, 5.4519], [1.7438, -0.0748, 7.1022], [0.7379, 1.8890, 5.9520], [0.5609, 1.8662, 3.4348], [2.2723, -1.8611, 3.2482], [4.4273, 1.2103, 8.2512], [5.2201, 3.1630, 6.9823], [0.3865, 3.8303, 1.2657], [0.1305, 2.4934, 1.3998], [-0.5119, 4.4532, 1.4130], [0.7694, 4.0784, 0.2624], [1.1484, 4.1969, 1.9798]]
}

(2)
{
  "formula": "C5H8O",
  "method": "wB97M-V/def2-TZVPD",
  "orbital_gap_ev": 9.6,
  "max_force_ev_per_a": 0.3,
  "homo_energy_ev": -8.65,
  "smiles": "C/C=C\\C=C/O",
  "elements": ["C", "C", "C", "C", "C", "O", "H", "H", "H", "H", "H", "H", "H", "H"],
  "coordinates": [[1.0127, 0.3912, 1.3442], [0.6589, -0.9029, 0.6649], [0.2284, -1.0488, -0.5949], [-0.0541, 0.0479, -1.5485], [-1.0159, 0.9550, -1.3585], [-1.8464, 1.0135, -0.2883], [0.5452, 1.2547, 0.8646], [0.7186, 0.3769, 2.3992], [2.1000, 0.5393, 1.3180], [0.8302, -1.8082, 1.2478], [0.0810, -2.0642, -0.9661], [0.5183, 0.0924, -2.4712], [-1.2287, 1.7484, -2.0689], [-1.6574, 0.2383, 0.2651]]
}

(3)
{
  "formula": "C17H12F3N3O2",
  "method": "wB97M-V/def2-TZVPD",
  "orbital_gap_ev": 9.4,
  "max_force_ev_per_a": 3.0,
  "homo_energy_ev": -9.70,
  "smiles": "O=[N+]([O-])c1cn([C@H](c2ccccc2)c2ccc(C(F)(F)F)cc2)cn1",
  "elements": ["O", "N", "O", "C", "C", "N", "C", "C", "C", "C", "C", "C", "C", "C", "C", "C", "C", "C", "F", "F", "F", "C", "C", "C", "N", "H", "H", "H", "H", "H", "H", "H", "H", "H", "H", "H", "H"],
  "coordinates": [[-2.4350, -3.2631, -3.4316], [-2.6017, -2.0762, -3.7799], [-3.2158, -1.7162, -4.7919], [-2.0441, -1.0867, -2.9682], [-1.2490, -1.1576, -1.8234], [-0.9707, 0.1528, -1.4998], [-0.2222, 0.7381, -0.4171], [1.1537, 1.1616, -0.8910], [1.3011, 2.3114, -1.6728], [2.5745, 2.6913, -2.1078], [3.7057, 1.9741, -1.7025], [3.5514, 0.8512, -0.8926], [2.2745, 0.4031, -0.5577], [-0.3044, 0.0195, 0.9265], [-1.5864, -0.2425, 1.4254], [-1.7858, -0.8030, 2.6902], [-0.6993, -1.1051, 3.5032], [-0.9364, -1.8159, 4.8187], [-0.1086, -2.8865, 5.0265], [-2.2162, -2.2978, 4.9059], [-0.7576, -0.9637, 5.8796], [0.5767, -0.7287, 3.0989], [0.7410, -0.0664, 1.8788], [-1.5768, 0.9300, -2.5032], [-2.2560, 0.2025, -3.3742], [-0.9569, -2.0321, -1.2691], [-0.7389, 1.7053, -0.2332], [0.4270, 2.9409, -1.8648], [2.6732, 3.5758, -2.7333], [4.6987, 2.2696, -2.0391], [4.4190, 0.3153, -0.5133], [2.1601, -0.5053, 0.0360], [-2.4666, 0.0583, 0.8585], [-2.7872, -1.0524, 3.0225], [1.4403, -0.9523, 3.7247], [1.7060, 0.4289, 1.7508], [-1.4876, 2.0219, -2.4797]]
}

(4)
{
  "formula": "C15H16ClN3O3S2",
  "method": "wB97M-V/def2-TZVPD",
  "orbital_gap_ev": 9.0,
  "max_force_ev_per_a": 1.3,
  "homo_energy_ev": -8.97,
  "smiles": "O=C(Nc1nccs1)c1ccc(Cl)c(S(=O)(=O)N2CCCCC2)c1",
  "elements": ["O", "C", "N", "C", "N", "C", "C", "S", "C", "C", "C", "C", "Cl", "C", "S", "O", "O", "N", "C", "C", "C", "C", "C", "C", "H", "H", "H", "H", "H", "H", "H", "H", "H", "H", "H", "H", "H", "H", "H", "H"],
  "coordinates": [[-1.3215, -2.2634, 1.8478], [-1.7933, -1.3081, 1.2742], [-3.1175, -1.3400, 0.8821], [-3.7596, -0.5581, -0.0382], [-3.2368, 0.3611, -0.7658], [-4.1511, 0.9368, -1.5828], [-5.4118, 0.4488, -1.4916], [-5.4873, -0.8086, -0.3127], [-1.0246, -0.0714, 0.9871], [-1.5201, 1.1997, 1.2696], [-0.7468, 2.3191, 1.0335], [0.5366, 2.1717, 0.5163], [1.5188, 3.5254, 0.1816], [1.0472, 0.9069, 0.2696], [2.7424, 0.7724, -0.3463], [3.6019, 1.3475, 0.6455], [2.7593, 1.2921, -1.6812], [2.9680, -0.8601, -0.3926], [3.0301, -1.5528, -1.6573], [2.4278, -2.9485, -1.5021], [3.1542, -3.7043, -0.3906], [3.1024, -2.9053, 0.9108], [3.6798, -1.5089, 0.6836], [0.2739, -0.2076, 0.5072], [-3.6204, -2.1639, 1.1943], [-3.8266, 1.7221, -2.2396], [-6.2893, 0.7380, -2.0314], [-2.5073, 1.3144, 1.6894], [-1.1228, 3.3070, 1.2440], [2.4820, -0.9519, -2.3826], [4.0736, -1.6378, -1.9948], [2.5141, -3.4860, -2.4474], [1.3681, -2.8633, -1.2543], [2.6984, -4.6850, -0.2451], [4.1966, -3.8558, -0.6804], [3.6773, -3.4096, 1.6883], [2.0690, -2.8246, 1.2525], [3.5751, -0.8807, 1.5677], [4.7493, -1.5859, 0.4389], [0.6799, -1.1871, 0.3142]]
}

(5)
{
  "formula": "C2H3NO2",
  "method": "wB97M-V/def2-TZVPD",
  "orbital_gap_ev": [8.2, 8.2],
  "max_force_ev_per_a": 4.4,
  "homo_energy_ev": [-9.19, -9.14],
  "elements": ["C", "C", "N", "O", "O", "H", "H", "H"],
  "coordinates": [[0.8924, 0.6086, 0.4774], [0.1109, 0.0456, -0.6115], [1.9236, 0.2587, -1.5833], [2.6828, 0.7290, -2.3698], [0.6483, 0.5383, -1.7880], [0.4620, 0.3207, 1.4300], [0.4142, -1.0605, -0.5718], [-0.8563, 0.3239, -0.6043]]
}

(6)
{
  "formula": "C4H3NO2",
  "method": "wB97M-V/def2-TZVPD",
  "orbital_gap_ev": 10.0,
  "max_force_ev_per_a": 0.8,
  "homo_energy_ev": -10.07,
  "smiles": "O=Cc1ncco1",
  "elements": ["O", "C", "C", "N", "C", "C", "O", "H", "H", "H"],
  "coordinates": [[-0.1462, -2.8173, 1.2059], [-0.5151, -1.9215, 0.4959], [-0.0071, -0.5309, 0.2446], [-0.7313, 0.0954, -0.6310], [-0.1633, 1.3281, -0.7604], [0.9081, 1.4019, 0.0632], [1.0236, 0.2093, 0.7211], [-1.3947, -1.9862, -0.1668], [-0.5973, 2.0387, -1.4417], [1.6233, 2.1825, 0.2692]]
}